Entry from the Open Molecules 2025 dataset: a molecular structure, C56H48N2P3PdSSi (ωB97M-V with the def2-TZVPD basis set).

```
112
Properties=species:S:1:pos:R:3:forces:R:3
Pd -0.892 0.514 -0.003 -0.757 -0.202 -0.043
C 2.337 -1.939 -6.288 0.014 0.022 0.001
C 1.610 -2.748 -5.421 -0.016 -0.024 0.003
C 1.359 -2.333 -4.126 0.031 0.021 0.002
C 1.834 -1.099 -3.669 -0.023 -0.044 0.062
C 2.564 -0.303 -4.545 0.023 0.030 -0.005
C 2.815 -0.716 -5.849 -0.015 -0.020 -0.003
P 1.470 -0.344 -2.030 0.160 0.139 -0.162
C -0.336 -0.050 -2.350 0.181 0.091 0.242
C -0.701 1.308 -2.453 0.126 -0.091 0.216
C -1.943 1.687 -2.951 -0.050 0.023 0.015
C -2.830 0.720 -3.392 0.022 0.063 0.005
C -2.477 -0.623 -3.324 -0.008 -0.066 -0.009
C -1.255 -1.005 -2.802 -0.035 -0.036 0.003
C 1.855 -1.684 -0.800 0.110 -0.117 0.029
C 2.748 -2.657 -1.275 -0.023 0.057 -0.013
C 3.361 -3.581 -0.447 0.014 -0.021 0.011
C 3.121 -3.553 0.914 0.031 -0.031 -0.006
C 2.266 -2.586 1.411 0.009 0.060 0.013
C 1.626 -1.641 0.600 -0.035 0.110 0.034
Si 0.427 -0.534 1.577 0.380 -0.064 0.166
C 1.223 0.749 2.758 0.048 0.057 -0.147
C 1.046 0.745 4.148 -0.031 -0.028 0.012
C 1.491 1.793 4.942 -0.035 -0.043 0.032
C 2.129 2.886 4.373 0.052 0.066 -0.041
C 2.306 2.930 2.999 0.120 -0.138 0.019
C 1.856 1.880 2.201 0.175 -0.109 0.144
P 1.955 1.917 0.389 -0.047 -0.216 -0.180
C 3.689 1.447 0.096 0.104 0.063 -0.186
C 4.267 1.720 -1.148 -0.099 -0.057 0.061
C 5.540 1.268 -1.453 -0.026 0.008 0.005
C 6.253 0.524 -0.522 0.020 0.011 0.006
C 5.695 0.257 0.718 0.040 -0.016 -0.014
C 4.424 0.719 1.028 -0.132 -0.066 0.002
C 1.869 3.684 -0.039 0.009 0.092 0.030
C 2.979 4.521 -0.140 -0.031 0.023 0.051
C 2.816 5.864 -0.451 0.032 -0.001 0.012
C 1.546 6.386 -0.656 0.020 0.001 0.021
C 0.434 5.560 -0.553 -0.010 0.034 0.006
C 0.597 4.217 -0.254 0.027 -0.067 -0.127
C -0.626 -1.674 2.662 -0.105 0.098 -0.124
C -0.186 -2.251 3.860 -0.048 -0.076 -0.014
C -0.998 -3.093 4.600 0.047 0.023 -0.007
C -2.280 -3.387 4.154 -0.048 -0.021 0.022
C -2.733 -2.851 2.963 0.023 -0.001 -0.030
C -1.918 -1.995 2.221 0.061 -0.032 0.052
P -2.430 -1.515 0.531 0.242 0.071 0.007
C -2.049 -3.089 -0.341 -0.105 -0.011 -0.049
C -1.016 -3.895 0.143 0.041 0.052 -0.010
C -0.623 -5.037 -0.538 0.015 -0.030 0.000
C -1.269 -5.418 -1.703 -0.007 0.005 0.005
C -2.309 -4.638 -2.188 -0.005 0.013 -0.005
C -2.683 -3.482 -1.521 0.030 0.033 -0.011
C -4.242 -1.331 0.704 0.008 0.083 0.043
C -4.677 -0.613 1.824 0.019 -0.033 -0.030
C -6.021 -0.341 2.017 -0.014 0.008 0.014
C -6.961 -0.775 1.093 0.004 0.005 0.014
C -6.543 -1.488 -0.019 -0.009 -0.011 -0.015
C -5.197 -1.763 -0.215 0.021 0.007 0.006
H 2.532 -2.267 -7.301 -0.003 -0.002 0.001
H 1.240 -3.708 -5.760 0.004 0.002 0.000
H 0.808 -2.985 -3.458 0.026 -0.015 -0.006
H 2.938 0.656 -4.205 0.007 -0.013 0.020
H 3.384 -0.082 -6.516 0.000 -0.001 0.004
H 0.025 2.061 -2.164 0.012 0.044 -0.069
H -2.198 2.737 -3.013 -0.004 -0.003 0.000
H -3.789 1.009 -3.802 -0.001 -0.005 0.001
H -3.161 -1.373 -3.703 0.016 -0.017 0.012
H -0.983 -2.048 -2.770 -0.057 -0.046 0.010
H 2.999 -2.693 -2.324 -0.025 0.007 -0.032
H 4.033 -4.314 -0.877 0.001 0.000 0.017
H 3.596 -4.261 1.581 -0.003 0.002 -0.008
H 2.092 -2.564 2.481 0.002 -0.008 -0.010
H 0.524 -0.072 4.626 0.014 0.070 0.001
H 1.329 1.758 6.012 0.000 0.001 -0.004
H 2.478 3.700 4.994 -0.003 -0.004 0.003
H 2.783 3.786 2.536 0.012 0.010 0.022
H 3.711 2.297 -1.876 -0.015 -0.025 -0.082
H 5.973 1.492 -2.419 -0.002 0.000 0.007
H 7.244 0.161 -0.762 -0.004 0.004 0.005
H 6.251 -0.315 1.450 -0.012 0.004 0.004
H 4.000 0.497 1.999 -0.003 -0.017 0.037
H 3.971 4.123 0.028 0.007 0.011 -0.023
H 3.686 6.502 -0.530 -0.010 0.011 -0.005
H 1.425 7.432 -0.902 -0.004 0.002 -0.003
H -0.556 5.964 -0.723 -0.016 -0.011 -0.015
H -0.268 3.562 -0.191 0.033 0.048 -0.092
H 0.816 -2.051 4.220 -0.011 -0.036 0.002
H -0.631 -3.525 5.522 -0.005 -0.003 0.000
H -2.920 -4.046 4.727 0.005 0.001 -0.002
H -3.720 -3.110 2.603 0.000 0.000 -0.003
H -0.499 -3.640 1.057 0.009 0.015 -0.003
H 0.191 -5.632 -0.144 -0.002 0.002 -0.002
H -0.969 -6.315 -2.228 -0.001 0.002 0.000
H -2.827 -4.921 -3.095 0.005 -0.003 0.004
H -3.453 -2.869 -1.958 0.036 0.000 -0.043
H -3.961 -0.283 2.564 0.000 0.014 0.007
H -6.334 0.203 2.899 0.002 0.001 -0.005
H -8.012 -0.566 1.243 0.002 -0.001 0.001
H -7.268 -1.844 -0.739 0.007 -0.002 -0.003
H -4.915 -2.339 -1.080 -0.056 0.037 0.016
C -4.061 4.433 1.417 0.001 0.017 -0.013
N -2.718 4.348 1.973 -0.054 -0.024 -0.041
C -1.925 3.276 1.929 0.285 0.054 0.177
N -0.695 3.390 2.425 -0.475 -0.009 0.082
S -2.487 1.791 1.294 -0.217 0.156 -0.140
H -4.645 5.121 2.024 0.013 0.003 -0.001
H -4.529 3.454 1.440 -0.014 -0.005 0.015
H -4.040 4.791 0.387 0.005 -0.019 -0.004
H -2.345 5.184 2.395 0.014 0.004 0.029
H -0.335 4.255 2.793 0.008 0.016 -0.033
H -0.100 2.575 2.465 -0.074 0.035 0.035
```
Positions in Å, forces in eV/Å.

Values from the calculation:
strongest force on any atom = 0.8 eV/A
charge = +1
relative energy (zero: lowest compared OMol25 entry of this formula, charge and spin) = 0.00 kJ/mol
2S+1 = 3

Atom charges from the Mulliken analysis, given in e for atoms 1 to 99:
1. Pd -0.71
2. C -0.68
3. C -0.84
4. C -0.14
5. C 0.65
6. C -0.83
7. C -0.56
8. P 1.05
9. C -0.85
10. C 0.58
11. C -0.58
12. C -1.02
13. C -1.12
14. C 0.52
15. C 1.84
16. C -1.04
17. C -1.12
18. C -1.15
19. C -0.15
20. C 0.15
21. Si 1.57
22. C 1.75
23. C -0.84
24. C -0.98
25. C -0.89
26. C -0.39
27. C -1.22
28. P 2.10
29. C 0.40
30. C -0.46
31. C -0.81
32. C -0.62
33. C -0.75
34. C -0.84
35. C 0.07
36. C -0.29
37. C -0.76
38. C -0.76
39. C -1.30
40. C -0.17
41. C 0.42
42. C -0.20
43. C -1.09
44. C -1.07
45. C -0.24
46. C -0.48
47. P 1.92
48. C 1.45
49. C -0.22
50. C -0.62
51. C -0.82
52. C -0.95
53. C -0.50
54. C 0.65
55. C -0.73
56. C -1.01
57. C -0.63
58. C -0.95
59. C -0.43
60. H 0.39
61. H 0.45
62. H 0.46
63. H 0.30
64. H 0.44
65. H 0.51
66. H 0.53
67. H 0.42
68. H 0.51
69. H 0.16
70. H 0.50
71. H 0.47
72. H 0.48
73. H 0.27
74. H 0.46
75. H 0.43
76. H 0.43
77. H 0.54
78. H 0.55
79. H 0.44
80. H 0.41
81. H 0.44
82. H 0.31
83. H 0.49
84. H 0.44
85. H 0.40
86. H 0.54
87. H 0.46
88. H 0.52
89. H 0.45
90. H 0.46
91. H 0.59
92. H 0.11
93. H 0.49
94. H 0.42
95. H 0.44
96. H 0.00
97. H 0.59
98. H 0.45
99. H 0.42